{"formula": "C44H79N11O8", "method": "ωB97M-V/def2-TZVPD", "symbols": ["C", "C", "O", "C", "H", "H", "H", "H", "H", "H", "C", "C", "O", "C", "H", "H", "H", "H", "H", "H", "C", "C", "O", "N", "C", "H", "H", "H", "H", "H", "H", "H", "C", "C", "O", "N", "C", "H", "H", "H", "H", "H", "H", "H", "C", "C", "O", "N", "C", "H", "H", "H", "H", "H", "H", "H", "C", "C", "O", "N", "C", "H", "H", "H", "H", "H", "H", "H", "C", "C", "O", "N", "C", "H", "H", "H", "H", "H", "H", "H", "C", "C", "O", "N", "C", "H", "H", "H", "H", "H", "H", "H", "N", "C", "C", "C", "C", "H", "H", "H", "H", "H", "N", "C", "C", "C", "C", "H", "H", "H", "H", "H", "N", "C", "C", "C", "C", "H", "H", "H", "H", "H", "N", "C", "C", "C", "C", "H", "H", "H", "H", "H", "N", "C", "C", "C", "C", "H", "H", "H", "H", "H"], "positions_angstrom": [[3.739, 4.350, 0.253], [3.512, 3.662, -1.046], [2.783, 2.646, -1.025], [4.295, 4.063, -2.276], [2.779, 4.733, 0.599], [4.354, 5.241, 0.129], [4.162, 3.667, 0.990], [3.655, 4.505, -3.040], [4.940, 3.249, -2.607], [4.923, 4.883, -1.928], [3.493, -5.418, 0.262], [2.133, -4.798, 0.721], [1.194, -4.812, -0.070], [1.858, -4.239, 2.092], [3.806, -6.120, 1.035], [4.227, -4.666, -0.028], [3.492, -5.984, -0.670], [2.381, -3.296, 2.251], [2.170, -5.016, 2.790], [0.804, -4.218, 2.368], [4.735, -0.873, 2.126], [4.682, -1.633, 0.836], [5.601, -2.415, 0.482], [3.560, -1.428, 0.123], [3.291, -1.998, -1.190], [5.492, -0.090, 2.091], [4.886, -1.496, 3.008], [3.768, -0.400, 2.299], [2.782, -0.899, 0.492], [3.644, -1.391, -2.024], [2.270, -2.361, -1.311], [3.733, -2.989, -1.284], [-3.394, -0.848, -3.230], [-2.926, -0.857, -4.697], [-2.706, -1.886, -5.268], [-2.695, 0.381, -5.214], [-2.161, 0.602, -6.586], [-3.175, 0.025, -2.615], [-2.830, -1.581, -2.654], [-4.457, -1.083, -3.285], [-2.976, 1.157, -4.632], [-1.141, 0.933, -6.392], [-2.755, 1.390, -7.049], [-2.113, -0.133, -7.390], [-0.161, 6.021, 0.959], [-0.101, 4.533, 0.888], [0.682, 3.866, 1.555], [-0.851, 3.925, -0.054], [-1.653, 4.501, -1.116], [-1.163, 6.384, 0.732], [0.646, 6.382, 0.320], [-0.066, 6.382, 1.983], [-0.850, 2.925, 0.089], [-1.144, 5.094, -1.876], [-2.349, 5.211, -0.669], [-2.256, 3.818, -1.714], [-2.106, 1.566, 2.800], [-1.964, 1.493, 4.345], [-0.863, 1.273, 4.875], [-3.084, 1.681, 5.022], [-3.329, 1.420, 6.393], [-1.765, 0.622, 2.374], [-1.518, 2.387, 2.392], [-3.163, 1.613, 2.537], [-3.938, 1.976, 4.571], [-4.339, 1.429, 6.802], [-2.700, 2.077, 6.994], [-2.968, 0.481, 6.811], [-0.072, 3.068, -3.682], [-0.401, 3.696, -4.990], [-1.486, 4.192, -5.137], [0.602, 3.831, -5.837], [0.545, 4.251, -7.247], [0.479, 2.133, -3.783], [-1.014, 2.751, -3.236], [0.470, 3.731, -3.007], [1.490, 3.452, -5.541], [1.216, 3.655, -7.866], [0.866, 5.290, -7.319], [-0.437, 4.153, -7.709], [-0.401, -1.541, 6.294], [-0.741, -2.387, 5.061], [-0.165, -3.419, 4.781], [-1.862, -2.031, 4.443], [-2.279, -2.632, 3.163], [-0.783, -2.131, 7.127], [-0.948, -0.598, 6.293], [0.680, -1.420, 6.369], [-2.393, -1.275, 4.851], [-2.799, -1.930, 2.511], [-2.901, -3.491, 3.416], [-1.423, -3.099, 2.675], [-1.646, -4.959, -0.473], [-2.466, -4.184, -1.297], [-3.698, -4.109, -0.652], [-3.599, -4.887, 0.525], [-2.311, -5.390, 0.630], [-0.641, -5.052, -0.520], [-2.044, -3.634, -2.125], [-4.525, -3.554, -1.069], [-4.385, -5.048, 1.247], [-1.825, -5.925, 1.432], [2.703, -4.209, -4.272], [2.600, -3.573, -5.496], [1.370, -2.873, -5.497], [0.634, -3.300, -4.408], [1.468, -3.985, -3.615], [3.468, -4.794, -3.970], [3.411, -3.717, -6.193], [0.891, -2.371, -6.324], [-0.405, -3.035, -4.278], [1.326, -4.408, -2.631], [-4.458, -1.260, 0.922], [-5.685, -0.816, 1.032], [-5.866, 0.359, 0.408], [-4.587, 0.642, -0.094], [-3.723, -0.420, 0.152], [-4.072, -2.118, 1.290], [-6.344, -1.437, 1.621], [-6.770, 0.943, 0.331], [-4.479, 1.509, -0.729], [-2.709, -0.632, -0.154], [0.715, 0.470, -0.906], [0.760, 0.707, 0.451], [0.520, -0.510, 1.041], [0.025, -1.419, 0.040], [0.175, -0.793, -1.143], [0.956, 1.062, -1.688], [1.056, 1.688, 0.792], [0.733, -0.731, 2.076], [-0.282, -2.449, 0.148], [-0.069, -1.153, -2.132], [1.745, 2.122, 4.953], [2.525, 2.188, 6.022], [3.836, 2.111, 5.599], [3.818, 2.111, 4.233], [2.518, 1.986, 3.857], [0.737, 2.186, 4.942], [2.122, 2.201, 7.024], [4.635, 2.209, 6.320], [4.691, 2.303, 3.627], [2.095, 2.074, 2.867]], "mulliken_charge": [-0.6426, 0.7425, -0.5131, -1.2620, 0.0104, 0.4873, 0.0788, 0.2466, 0.3003, 0.4142, -1.3001, 0.7309, -0.4621, -0.4299, 0.4021, 0.2495, 0.3119, -0.0107, 0.5519, -0.1503, -0.7482, 0.7519, -0.7543, 0.3924, -1.0577, 0.3033, 0.3096, -0.0913, 0.0536, 0.4068, 0.0930, 0.2634, -0.1617, 0.5934, -0.6576, -0.1384, -0.9829, 0.0360, -0.3743, 0.4395, 0.2144, 0.2639, 0.3569, 0.3483, -1.5878, 0.6317, -0.3669, 0.5933, -1.3989, 0.4656, 0.2748, 0.3490, -0.1143, 0.4921, 0.3978, 0.3333, 0.6215, -0.0029, -0.7355, -0.0605, -0.9045, -0.4760, -0.2722, 0.4510, 0.2820, 0.3917, 0.3234, 0.2563, -0.5707, 0.3035, -0.6593, -0.1133, -0.9991, 0.5682, -0.1830, 0.3816, 0.2367, 0.3545, 0.3357, 0.3148, -0.7763, 0.7411, -0.6516, -0.0945, -0.2070, 0.3023, 0.0170, 0.2769, 0.1399, -0.3431, 0.5715, -0.0505, 0.1683, -0.7682, -0.3694, -0.7655, -0.7120, 0.4322, 0.7532, 0.5501, 0.5189, 0.4405, 0.0960, -0.7478, -0.8410, 0.3590, -0.9388, 0.2270, 0.3940, 0.4623, 0.5148, 0.4765, 0.4821, -0.7158, -0.9055, -0.5779, -0.0508, 0.1228, 0.5039, 0.4851, 0.3888, 0.4044, 1.3669, -0.5046, -1.0259, 0.8351, -2.1224, -0.0728, 0.0848, 0.5890, 0.2156, 0.7156, 0.3999, -0.5941, -0.7566, -0.6981, -0.4035, 0.1936, 0.4069, 0.4181, 0.4167, 0.6942], "multiplicity": 1, "e_tot_ha": -2928.1597, "homo_lumo_gap_ev": 7.63, "lumo_energy_ev": 0.13}